Entry 1:
Molecular formula: C9H9O
Method: DFT, ωB97M-V/def2-TZVPD

Atoms and positions in Å:
C (0.997, -0.889, -2.370)
C (-0.044, 0.002, -2.496)
C (1.484, -1.344, -1.125)
C (-0.632, 0.443, -1.294)
C (0.848, -1.000, 0.045)
C (-0.264, -0.153, -0.095)
C (-2.226, 0.047, 1.525)
C (0.828, 1.592, 2.280)
C (-0.916, 0.202, 1.166)
O (-0.252, 1.017, 2.138)
H (1.467, -1.454, -3.223)
H (-0.383, 0.495, -3.368)
H (2.229, -2.001, -1.148)
H (-1.506, 0.998, -1.389)
H (1.136, -1.483, 1.002)
H (-2.664, 0.513, 2.449)
H (-2.876, -0.553, 0.916)
H (0.972, 2.165, 3.224)
H (1.801, 1.405, 1.762)

Output
- charge = +1
- Kohn-Sham gap (eV) = 7.260
- energy above the lowest of the compared OMol25 structures with the same formula, charge and spin (eV) = 1.574
- DFT total energy (eV) = -11516.01189
- M (g/mol) = 133.2
- LUMO energy (eV) = -6.0
- 2S+1 = 1

Here are the natural (NBO) charges for atoms 1 to 6, given in e: C -0.162; C -0.188; C -0.181; C -0.163; C -0.191; C -0.180



Entry 2:
Molecular formula: C11H23BrCrNO2P2
Method: DFT, ωB97M-V/def2-TZVPD

Atoms and positions in Å:
Cr (-0.480, -0.298, 1.436)
P (1.956, -0.694, 1.421)
C (2.022, -1.215, -0.257)
C (0.848, -1.464, -1.011)
N (-0.374, -1.254, -0.395)
C (-1.507, -1.496, -1.075)
C (-1.465, -2.234, -2.250)
C (-0.244, -2.567, -2.855)
C (0.901, -2.055, -2.299)
C (-2.767, -0.889, -0.516)
P (-2.509, 0.630, 0.484)
H (1.880, -2.155, -2.751)
H (-2.388, -2.528, -2.739)
H (-0.180, -3.238, -3.714)
H (-3.429, -0.582, -1.320)
H (-3.278, -1.621, 0.115)
H (3.956, 2.656, -1.929)
H (2.999, -1.130, -0.748)
H (1.002, 3.204, -0.846)
O (3.234, 2.867, -2.548)
H (3.013, 2.153, -3.159)
H (-0.038, 0.823, 0.645)
O (0.941, 3.729, -0.033)
H (1.482, 3.179, 0.564)
C (-2.597, 2.061, -0.664)
H (-3.611, 2.356, -0.993)
H (-2.067, 2.918, -0.214)
H (-2.003, 1.810, -1.551)
C (-3.981, 0.836, 1.581)
H (-3.655, 1.443, 2.445)
H (-4.827, 1.353, 1.081)
H (-4.334, -0.141, 1.967)
C (2.061, -2.319, 2.273)
H (3.062, -2.767, 2.248)
H (1.715, -2.222, 3.313)
H (1.385, -3.016, 1.757)
C (3.222, 0.454, 2.165)
H (2.802, 0.786, 3.129)
H (4.237, 0.065, 2.337)
H (3.336, 1.378, 1.575)
Br (-0.322, 1.187, 3.329)

Output
- charge = +1
- Kohn-Sham gap (spin up / spin down) (eV) = 7.886 / 6.560
- energy above the lowest of the compared OMol25 structures with the same formula, charge and spin (eV) = 4.295
- DFT total energy (eV) = -134400.39576
- M (g/mol) = 395.2
- LUMO energy (spin up / spin down) (eV) = -3.5 / -5.4
- 2S+1 = 5

Here are the natural (NBO) charges for atoms 1 to 6, given in e: Cr 0.548; P 0.936; C -0.445; C 0.147; N -0.519; C 0.259



Entry 3:
Molecular formula: C4H6O
Method: DFT, ωB97M-V/def2-TZVPD

Atoms and positions in Å:
O (-1.966, -0.518, -0.793)
C (-0.859, -0.118, -0.134)
C (-0.012, 1.113, -0.118)
C (1.116, 0.088, 0.285)
C (0.027, -0.939, 0.434)
H (0.083, 1.691, -1.041)
H (-0.230, 1.783, 0.720)
H (1.699, 0.308, 1.175)
H (1.780, -0.103, -0.569)
H (-0.077, -1.898, 0.929)
H (-1.561, -1.406, -0.888)

Output
- Kohn-Sham gap (eV) = 9.549
- energy above the lowest of the compared OMol25 structures with the same formula, charge and spin (eV) = 1.568
- DFT total energy (eV) = -6290.35034
- M (g/mol) = 70.1
- LUMO energy (eV) = 1.0
- 2S+1 = 1

Here are the natural (NBO) charges for atoms 1 to 6, given in e: O -0.657; C 0.322; C -0.440; C -0.379; C -0.374; H 0.208



Entry 4:
Molecular formula: C40H53BrCl2MnN5SbSeSi2
Method: DFT, ωB97M-V/def2-TZVPD

Atoms and positions in Å:
Mn (0.012, 0.166, -1.252)
Se (-5.326, 5.233, 0.792)
N (-3.563, 5.169, 1.057)
C (-3.137, 4.057, 0.529)
C (-1.729, 3.645, 0.533)
C (-0.727, 4.393, 1.095)
C (0.592, 3.904, 1.046)
C (0.835, 2.703, 0.429)
N (-0.119, 1.946, -0.149)
C (-1.412, 2.413, -0.088)
C (-2.396, 1.590, -0.670)
N (-1.956, 0.405, -1.200)
C (-2.866, -0.427, -1.731)
C (-4.211, -0.150, -1.781)
C (-4.674, 1.064, -1.249)
C (-3.770, 1.933, -0.693)
C (-4.146, 3.215, -0.090)
N (-5.368, 3.664, -0.055)
H (-0.966, 5.340, 1.562)
H (1.415, 4.458, 1.475)
H (1.841, 2.308, 0.391)
H (-2.474, -1.352, -2.121)
H (-4.885, -0.872, -2.218)
H (-5.723, 1.329, -1.262)
Cl (3.128, -2.962, 3.141)
C (3.531, -2.322, 1.566)
C (4.599, -2.907, 0.915)
C (4.969, -2.484, -0.351)
C (4.229, -1.472, -0.939)
C (3.170, -0.913, -0.262)
Cl (2.279, 0.332, -1.124)
C (2.726, -1.273, 1.040)
N (1.663, -0.630, 1.567)
H (5.136, -3.706, 1.408)
H (5.804, -2.936, -0.866)
H (4.461, -1.119, -1.936)
C (-1.479, -2.892, -3.781)
Si (-0.688, -1.314, -4.461)
C (0.765, -1.884, -5.508)
C (-1.996, -0.674, -5.650)
C (0.024, 0.017, -3.325)
Si (-0.193, 1.761, -3.979)
C (-1.978, 2.329, -4.144)
C (0.645, 3.108, -2.960)
C (0.651, 1.868, -5.659)
H (-1.138, -3.733, -4.391)
H (-2.568, -2.848, -3.878)
H (-1.231, -3.126, -2.748)
H (0.424, -2.534, -6.319)
H (1.478, -2.452, -4.904)
H (1.299, -1.040, -5.951)
H (-2.335, -1.519, -6.257)
H (-1.621, 0.095, -6.328)
H (-2.867, -0.269, -5.128)
H (1.099, -0.163, -3.481)
H (-2.620, 1.913, -3.362)
H (-2.411, 2.061, -5.108)
H (-2.009, 3.418, -4.053)
H (0.028, 3.448, -2.128)
H (0.797, 3.963, -3.627)
H (1.624, 2.825, -2.565)
H (0.276, 1.122, -6.363)
H (1.729, 1.715, -5.554)
H (0.495, 2.855, -6.103)
C (-0.241, -3.206, 3.924)
C (0.465, -2.124, 4.733)
C (-0.431, -1.577, 5.839)
Sb (1.212, -0.543, 3.461)
C (2.909, 0.336, 4.449)
C (3.501, 1.388, 3.513)
C (2.613, 0.905, 5.833)
C (-0.318, 0.947, 3.290)
C (-0.832, 1.598, 4.572)
C (-1.464, 0.345, 2.481)
H (-0.535, -4.025, 4.587)
H (0.385, -3.621, 3.135)
H (-1.150, -2.814, 3.463)
H (1.390, -2.510, 5.166)
H (-1.404, -1.285, 5.444)
H (-0.004, -0.723, 6.366)
H (-0.605, -2.366, 6.576)
H (3.604, -0.501, 4.546)
H (2.798, 2.210, 3.349)
H (3.759, 0.971, 2.539)
H (4.407, 1.811, 3.956)
H (1.952, 1.771, 5.777)
H (3.544, 1.245, 6.294)
H (2.166, 0.172, 6.506)
H (0.194, 1.705, 2.693)
H (-1.451, 0.918, 5.154)
H (-1.461, 2.450, 4.297)
H (-0.041, 1.973, 5.220)
H (-1.936, -0.486, 3.015)
H (-1.119, -0.024, 1.517)
H (-2.234, 1.101, 2.305)
Br (0.776, -6.160, 0.678)
C (0.453, -4.433, -0.048)
C (-0.625, -3.695, 0.403)
C (-0.805, -2.404, -0.082)
C (0.064, -1.821, -1.011)
C (1.094, -2.638, -1.485)
C (1.306, -3.927, -1.015)
H (-1.313, -4.120, 1.122)
H (-1.665, -1.850, 0.279)
H (1.769, -2.264, -2.249)
H (2.133, -4.522, -1.383)

Output
- Kohn-Sham gap (spin up / spin down) (eV) = 4.923 / 6.981
- energy above the lowest of the compared OMol25 structures with the same formula, charge and spin (eV) = 0.947
- DFT total energy (eV) = -263836.70898
- M (g/mol) = 1066.5
- LUMO energy (spin up / spin down) (eV) = -0.6 / -0.5
- 2S+1 = 4

Here are the Mulliken charges for atoms 1 to 6, given in e: Mn -1.003; Se 0.190; N -0.900; C 0.899; C 0.798; C -1.185